# 1
{
  "formula": "C17H37BBiNO4P2",
  "method": "wB97M-V/def2-TZVPD",
  "orbital_gap_ev": 4.161,
  "lumo_ev": -0.34,
  "e_homo_ha": -0.1653,
  "mol_weight_da": 601.2,
  "species": ["C", "H", "H", "H", "H", "H", "H", "H", "H", "C", "C", "H", "C", "H", "H", "P", "H", "H", "H", "C", "H", "H", "C", "H", "H", "H", "O", "H", "H", "C", "B", "H", "H", "C", "C", "O", "C", "H", "H", "H", "H", "H", "O", "C", "H", "C", "N", "P", "C", "Bi", "H", "H", "O", "H", "H", "H", "C", "C", "C", "H", "H", "H", "C"],
  "xyz": [[0.93098, -1.21484, -4.88342], [0.53646, 2.50297, 3.75738], [-1.65679, 0.23063, 5.79073], [-4.83242, -0.52029, -0.32667], [-3.98379, -2.05810, 0.13359], [0.62233, 4.51147, -1.16362], [2.31556, 3.00146, -3.31131], [4.55566, -1.65294, -1.09052], [2.20452, 2.95454, -4.88481], [-0.66025, 0.66938, 3.93374], [1.69456, 0.14746, 4.97793], [4.15939, 0.74910, -0.51633], [-3.90708, -0.95968, 0.08754], [2.72540, 1.61513, -1.20022], [1.34610, 0.03881, 6.01179], [2.30012, -0.78231, -0.92458], [-2.19626, -0.80378, 4.41330], [2.76068, 1.12241, 0.51081], [-0.19206, 2.21920, 5.36350], [-0.35031, 2.12211, 4.28351], [-0.50244, -2.13748, 3.62339], [-0.05634, -1.85125, 5.32443], [3.62669, -2.01290, -0.62675], [-3.08905, -2.26004, -2.48655], [-3.72110, -0.56275, 1.09979], [-0.30258, -1.71731, -6.61442], [2.43882, 3.51423, -4.13997], [1.17736, -2.34055, 4.15771], [-1.97695, 1.63328, -1.87884], [0.96886, -1.09506, -3.48519], [0.04632, 0.02877, 1.84153], [-2.70860, 0.92270, 4.51590], [2.02097, 1.18046, 4.82789], [-1.43043, -1.55546, -4.77080], [3.05917, 0.82519, -0.50625], [-0.99128, 0.64105, 2.53123], [-2.70861, -1.22047, -2.60650], [-0.64533, 3.28253, -1.93343], [-3.74554, 1.49165, -1.61633], [-1.80124, 3.61291, -2.92015], [2.85937, -1.93422, -2.94825], [0.09011, -3.03481, 0.25487], [-1.15575, 2.91916, -2.66114], [-2.75941, 1.27318, -1.19138], [-2.42008, -1.71230, -5.21509], [0.27441, -1.72730, 4.28583], [-0.18145, -1.10794, -2.77246], [-2.46894, -0.47263, -0.91687], [0.61203, -0.25899, 4.00941], [-0.13279, -1.29592, 0.01438], [-3.45487, -0.63190, -3.18824], [3.00434, -0.16470, -3.23187], [1.15728, -0.15037, 2.68258], [1.87977, -1.28393, -5.43587], [2.55934, -0.51433, 4.85675], [3.32966, -2.96229, -1.09501], [2.34795, -0.95490, -2.77274], [-0.26350, -1.54537, -5.51407], [-1.88733, 0.21283, 4.71199], [-2.63630, 1.80584, -0.24971], [-1.21040, 2.74963, 4.01967], [3.80003, -2.19886, 0.44958], [-1.37492, -1.28217, -3.39140]],
  "forces_ev_per_a": [[0.753, -1.116, 0.255], [-0.305, -0.149, 0.083], [-0.180, -0.088, -0.355], [0.205, -0.298, 0.312], [-0.106, 0.385, 0.096], [-0.190, -0.644, 0.057], [-0.296, 0.645, -0.820], [-0.084, -0.196, 0.105], [-0.147, -0.174, 0.223], [0.448, 0.606, 0.358], [0.166, 0.360, 0.458], [-0.364, 0.037, -0.181], [-0.559, -0.233, -0.225], [0.065, -0.250, 0.346], [0.022, 0.076, -0.127], [2.247, -0.220, -0.241], [0.053, 0.476, 0.190], [0.005, -0.105, -0.373], [0.059, 0.031, -0.144], [0.067, 0.159, 0.161], [0.195, 0.212, 0.124], [-0.009, 0.046, -0.208], [0.396, -0.144, 0.531], [0.144, 0.621, -0.063], [-0.169, -0.154, -0.375], [0.117, 0.103, 1.040], [0.360, -0.322, 0.566], [-0.207, 0.216, -0.044], [-0.403, 0.100, 0.221], [-0.549, 0.544, -0.393], [0.174, 0.457, 3.276], [0.294, -0.353, 0.100], [-0.033, -0.207, -0.008], [-0.577, 0.272, 0.642], [0.217, 0.349, 0.037], [0.265, -1.045, -1.268], [0.613, -0.225, 0.076], [1.136, 1.203, 0.786], [0.045, -0.177, 0.043], [0.891, -0.477, 0.363], [-0.271, 0.812, 0.074], [0.142, -1.241, 1.356], [-1.070, 0.175, -1.745], [0.173, -0.232, 0.019], [0.526, -0.043, 0.000], [-0.070, -0.313, -0.055], [-0.202, 0.320, -1.277], [-2.852, 0.510, -0.286], [-0.206, 0.016, 0.466], [0.645, 0.303, -1.767], [0.476, -0.417, 0.394], [-0.808, -0.614, 0.361], [-0.714, -0.283, -1.027], [-0.503, 0.358, 0.209], [-0.164, 0.122, -0.054], [0.078, 0.260, 0.209], [-0.596, -0.296, -0.637], [-0.087, 0.432, -0.732], [0.082, -0.175, 0.044], [0.016, 0.079, 0.042], [0.210, -0.155, -0.036], [-0.104, 0.199, -0.519], [0.541, -0.134, -0.660]],
  "lowdin_charge": [-0.037, 0.103, 0.101, 0.047, 0.041, -0.264, 0.000, 0.048, 0.012, -0.477, -0.014, 0.053, -0.286, 0.030, 0.099, 0.716, 0.088, 0.040, 0.094, -0.011, 0.085, 0.095, -0.289, 0.098, 0.041, 0.125, -0.117, 0.099, -0.008, -0.297, -0.803, 0.099, 0.089, -0.037, -0.246, 0.036, -0.265, -0.190, 0.061, 0.054, 0.086, -0.166, -0.247, -0.273, 0.118, -0.022, -0.008, 0.674, -0.496, 1.263, 0.102, 0.111, 0.015, 0.120, 0.097, 0.043, -0.266, -0.059, -0.007, 0.056, 0.100, 0.052, -0.307]
}


# 2
{
  "formula": "H2N3O",
  "method": "wB97M-V/def2-TZVPD",
  "charge": -1,
  "orbital_gap_ev": [7.463, 7.366],
  "lumo_ev": [4.54, 4.48],
  "e_homo_ha": [-0.1075, -0.1059],
  "mol_weight_da": 60.0,
  "species": ["H", "H", "N", "O", "N", "N"],
  "xyz": [[-2.02627, 0.99180, -0.31012], [1.92359, -1.08100, -0.00397], [0.87994, -1.10008, 0.08872], [0.93044, 1.12226, 0.01614], [0.36538, 0.01513, 0.10139], [-2.07309, 0.05189, 0.10785]],
  "forces_ev_per_a": [[0.368, 0.094, -0.030], [-0.242, 0.710, 0.026], [0.907, -1.743, -0.012], [0.979, 0.170, -0.061], [-2.496, 1.029, -0.040], [0.483, -0.260, 0.118]],
  "lowdin_charge": [-0.173, -0.001, -0.062, -0.253, -0.457, -0.054]
}


# 3
{
  "formula": "C4H4NO",
  "method": "wB97M-V/def2-TZVPD",
  "charge": 1,
  "orbital_gap_ev": [7.395, 7.889],
  "lumo_ev": [-8.60, -8.11],
  "e_homo_ha": [-0.5878, -0.5878],
  "mol_weight_da": 82.1,
  "species": ["H", "H", "C", "H", "O", "H", "C", "C", "N", "C"],
  "xyz": [[-1.27686, -1.91570, 1.24247], [1.58905, -0.58773, -0.77813], [-1.34799, -0.23455, -0.22571], [2.09718, 0.55164, 0.47735], [0.69974, -0.58901, 1.10152], [-1.44450, 1.78078, -1.22953], [-0.88000, 0.98702, -0.76763], [1.19574, 0.05152, 0.03948], [0.35479, 1.02892, -0.51240], [-0.98715, -1.07290, 0.65258]],
  "forces_ev_per_a": [[-0.109, -0.186, 0.208], [-0.293, 0.124, 0.131], [0.411, -0.458, 0.170], [-0.153, -0.081, -0.213], [-3.677, -1.353, 0.392], [-0.094, 0.077, -0.109], [0.040, 0.959, -0.228], [1.436, 0.203, -0.828], [-0.375, 0.288, -0.290], [2.815, 0.427, 0.766]],
  "lowdin_charge": [0.134, 0.179, 0.174, 0.201, 0.031, 0.155, -0.040, -0.294, 0.227, 0.233]
}


# 4
{
  "formula": "C32H47Cl3N3O3SSiSn",
  "method": "wB97M-V/def2-TZVPD",
  "charge": -1,
  "orbital_gap_ev": [3.018, 3.089],
  "lumo_ev": [2.44, 2.43],
  "e_homo_ha": [-0.0213, -0.0241],
  "mol_weight_da": 807.0,
  "species": ["H", "H", "H", "C", "H", "H", "H", "H", "C", "H", "H", "H", "H", "C", "H", "N", "H", "H", "C", "C", "C", "H", "H", "Sn", "H", "C", "N", "C", "H", "C", "H", "Si", "O", "H", "H", "C", "N", "C", "C", "O", "H", "H", "Cl", "C", "H", "Cl", "C", "C", "C", "C", "H", "H", "H", "H", "C", "H", "H", "H", "C", "Cl", "C", "H", "H", "C", "H", "H", "H", "H", "C", "H", "C", "C", "H", "H", "H", "S", "H", "H", "C", "C", "C", "H", "C", "H", "C", "C", "C", "H", "H", "C", "O"],
  "xyz": [[2.32947, 5.12488, 2.48924], [-4.72591, -2.90149, -1.81466], [-6.06551, 1.31491, 0.25249], [3.10081, -2.20624, -1.75623], [-1.65230, 2.77935, 1.65163], [3.04856, 2.07245, -4.55588], [-4.34228, 1.38719, -0.25191], [3.02008, 0.79270, -1.06394], [-3.70671, -3.27650, -1.64589], [0.98566, 1.14784, -4.86784], [4.95469, 1.40908, 2.74960], [-3.68801, -1.73817, 1.69991], [-1.40726, 0.23870, 5.09797], [1.25601, 1.98528, 3.23576], [-3.77495, -4.35876, -1.45757], [0.02170, 0.75437, 1.11022], [1.31936, -0.25018, -3.81796], [-0.11804, 0.77630, -3.49076], [-3.11859, 1.58738, 5.05057], [3.08712, -1.23081, 1.65728], [4.32451, 0.80545, 2.09269], [-4.07845, -1.09729, -3.91691], [-3.30670, -2.81075, -0.73852], [-0.84969, -0.59790, -0.30479], [1.66357, -3.16112, -3.01927], [0.92020, 0.77449, -3.83686], [-4.88671, -0.17473, 1.05480], [-1.94333, 1.02243, 4.55885], [-1.67402, -5.24552, -3.54036], [5.19943, -2.06744, -3.13272], [4.66663, -0.81004, -1.43118], [-2.65893, -2.98295, -3.15132], [1.13375, -0.97564, -1.24104], [-3.72955, 3.82583, 2.54597], [3.82782, 4.64267, 4.43006], [3.00273, 2.67106, 4.77125], [1.72929, 1.63873, -2.98993], [-1.43265, 1.46414, 3.33146], [-6.09162, -0.93969, 1.34669], [0.17444, 1.92158, -1.31146], [-6.87224, -0.67116, 0.62707], [-3.52473, 1.24039, 6.00041], [-0.72803, -2.33347, -2.41902], [3.95854, 1.30403, 0.84483], [-4.68608, 3.03721, 4.71227], [-2.41380, 0.40058, -1.81685], [-3.28762, -1.71400, -4.35390], [2.58947, -3.40530, -2.48384], [2.85187, -0.78642, 0.35863], [4.28189, -1.62543, -2.04313], [-3.29395, -5.07449, -4.25730], [5.91386, -1.26265, -3.35687], [1.77639, -2.57002, -0.13699], [2.66959, -2.19963, 1.94812], [3.10051, 3.89625, 4.10031], [-3.71301, -2.24520, -5.21697], [-6.46365, -0.73722, 2.36250], [5.80089, -2.94999, -2.86005], [-2.33569, -4.56649, -4.08754], [-0.80437, -2.59895, 0.98326], [-3.69056, -0.70765, 1.30239], [4.09705, -0.81670, 3.51269], [-5.85553, -2.00792, 1.26752], [-2.06942, 2.46048, 2.60666], [-4.82901, 1.91961, 1.39017], [1.98607, 0.75274, 4.84345], [3.41726, 2.87052, -2.98783], [4.22316, 2.31450, 0.52890], [-3.76620, 2.59225, 4.32927], [0.67246, 3.42588, 1.74155], [2.26564, 4.16638, 3.01099], [-3.24172, 3.03247, 3.11279], [4.66446, -2.30657, -4.06603], [2.36452, -4.22149, -1.78084], [3.65587, 2.45047, 5.62051], [0.08114, 0.71343, 2.73326], [0.65706, 1.41814, 0.67313], [3.32543, -3.77529, -3.20262], [3.06887, 1.94701, -3.46521], [1.25083, 2.20982, -1.85415], [2.07162, 1.72150, 4.34755], [-1.88336, -4.35213, -5.06460], [3.24418, 0.48915, -0.03547], [1.94980, 2.96216, -1.42390], [2.18027, -1.68776, -0.65807], [3.86323, -0.44767, 2.51172], [-5.02822, 1.20101, 0.58351], [-2.49714, -1.05282, -4.72220], [3.77499, 1.13540, -3.22283], [1.33552, 3.21324, 2.58005], [-2.62270, -0.06978, 1.09329]],
  "forces_ev_per_a": [[-0.009, -0.313, 0.191], [0.149, -0.038, 0.064], [0.221, 0.099, -0.024], [0.916, 0.686, 0.488], [-0.168, -0.213, 0.103], [0.044, 0.092, 0.235], [-0.093, -0.109, 0.231], [0.030, -0.105, 0.630], [-0.511, -0.307, 0.182], [-0.119, 0.050, 0.109], [-0.275, -0.153, -0.091], [0.063, 0.214, -0.211], [-0.240, 0.167, -0.084], [-0.179, 0.075, 0.918], [0.016, 0.225, 0.012], [0.688, 0.756, 2.163], [-0.244, 0.211, 0.162], [0.229, -0.070, 0.045], [0.106, -0.031, 0.008], [0.230, 0.200, -0.167], [0.021, 0.022, 0.295], [0.236, 0.046, 0.008], [0.067, 0.012, -0.269], [1.860, 0.153, -0.588], [0.154, -0.125, 0.163], [0.150, -0.342, 0.130], [-0.847, -0.211, -0.163], [0.164, 0.124, -0.474], [-0.113, 0.109, -0.027], [0.441, -0.003, -0.641], [-0.259, -0.199, -0.061], [1.731, 0.701, 0.499], [1.048, 0.043, -0.279], [0.052, -0.203, 0.184], [-0.233, -0.248, -0.122], [-0.199, -0.020, -0.163], [-0.002, 0.701, 0.022], [-0.281, 0.393, 0.499], [0.294, 0.053, 0.094], [1.765, 1.132, -0.920], [0.149, -0.205, 0.111], [0.061, 0.098, -0.219], [-1.406, -1.719, -1.994], [-0.195, -0.250, -0.382], [0.240, -0.142, -0.069], [-2.999, 1.710, -2.768], [-0.439, -0.015, -0.326], [-0.044, -0.138, -0.359], [0.170, -0.584, -0.215], [-0.592, -0.473, 0.390], [0.101, -0.043, -0.067], [-0.102, -0.202, -0.072], [0.163, -0.126, 0.237], [0.268, 0.303, 0.037], [-0.030, -0.083, -0.011], [0.019, 0.060, 0.031], [-0.017, -0.008, -0.162], [-0.158, 0.152, -0.041], [-0.082, -0.206, -0.104], [0.062, -2.433, 1.915], [2.207, 1.303, -0.240], [0.005, 0.162, -0.218], [-0.202, 0.229, -0.009], [-0.227, 0.222, 0.103], [-0.051, -0.179, -0.138], [0.063, 0.293, -0.088], [0.026, -0.157, -0.151], [0.153, -0.218, 0.179], [0.019, 0.021, -0.122], [0.183, -0.054, 0.111], [-0.150, -0.279, 0.001], [0.392, -0.130, 0.024], [0.209, 0.059, 0.263], [-0.033, 0.251, -0.108], [-0.243, 0.098, -0.283], [0.685, 0.320, -0.738], [-0.195, 0.016, 0.200], [-0.130, -0.042, 0.040], [-0.163, -0.139, 0.226], [-1.162, -0.892, 0.155], [0.091, 0.063, -0.292], [-0.069, -0.031, 0.204], [0.250, 0.199, 0.168], [-0.154, -0.211, -0.118], [-0.763, 0.606, -0.115], [-0.037, 0.075, 0.017], [0.042, -0.043, -0.027], [-0.092, -0.113, 0.217], [-0.177, 0.147, -0.094], [0.215, 0.170, 0.070], [-2.763, -1.018, 1.684]],
  "lowdin_charge": [0.102, 0.030, 0.080, -0.220, 0.117, 0.082, 0.035, 0.088, -0.207, 0.080, 0.093, 0.131, 0.108, -0.372, 0.032, -0.429, 0.083, 0.054, -0.094, -0.028, -0.124, 0.007, -0.013, 0.440, 0.032, -0.044, -0.171, -0.082, 0.025, -0.132, 0.090, 0.208, -0.488, 0.105, 0.097, -0.099, -0.185, -0.394, -0.061, -0.105, 0.081, 0.098, 0.384, -0.085, 0.098, -0.023, -0.250, -0.057, -0.180, -0.131, 0.024, 0.060, 0.094, 0.116, -0.100, 0.020, 0.083, 0.073, -0.233, -0.067, -0.316, 0.097, 0.085, -0.079, 0.066, 0.107, 0.082, 0.098, -0.096, 0.107, -0.082, -0.097, 0.067, 0.091, 0.103, 1.052, -0.004, 0.059, -0.064, -0.328, -0.105, 0.027, -0.065, 0.135, -0.433, -0.103, -0.038, 0.021, 0.080, -0.078, -0.268]
}


# 5
{
  "formula": "C2H3NO2",
  "method": "wB97M-V/def2-TZVPD",
  "smiles": "N=C=O.C=O",
  "orbital_gap_ev": 11.191,
  "lumo_ev": 0.48,
  "e_homo_ha": -0.3937,
  "mol_weight_da": 73.1,
  "species": ["O", "C", "H", "N", "H", "O", "H", "C"],
  "xyz": [[-0.10620, -3.33480, -1.44620], [0.53270, 0.77921, 0.51219], [0.83089, 1.07536, 1.53051], [-1.69113, -1.61802, -1.47035], [1.10795, -0.05843, 0.08147], [-0.34374, 1.33059, -0.08303], [-1.76507, -0.63632, -1.33285], [-0.81545, -2.42253, -1.42954]],
  "forces_ev_per_a": [[0.964, -0.746, 0.106], [0.436, -0.216, 0.250], [-0.042, 0.101, 0.078], [-0.848, 0.456, -0.040], [-0.041, -0.058, -0.100], [-0.395, 0.092, -0.250], [0.213, 0.413, 0.103], [-0.286, -0.044, -0.147]],
  "lowdin_charge": [0.154, -0.143, 0.081, 0.206, 0.080, -0.006, 0.065, -0.437]
}


# 6
{
  "formula": "C3H2N2O2",
  "method": "wB97M-V/def2-TZVPD",
  "orbital_gap_ev": 9.399,
  "lumo_ev": 0.76,
  "e_homo_ha": -0.3173,
  "mol_weight_da": 98.1,
  "species": ["O", "C", "N", "C", "H", "N", "C", "H", "O"],
  "xyz": [[-2.53255, -2.25586, 0.47401], [-3.22313, 0.94698, -0.07965], [0.13308, 0.42842, -0.42740], [-2.06542, -1.81639, -0.45138], [0.05647, 0.02629, -1.35392], [-2.04062, 0.76371, -0.23888], [-0.79546, 0.77047, 0.38598], [1.12112, 0.70665, -0.23922], [-4.38638, 0.99454, -0.15335]],
  "forces_ev_per_a": [[-0.023, 0.082, -0.033], [0.152, -0.528, -0.398], [3.248, -0.107, -1.360], [0.021, -0.737, -0.081], [-0.679, 0.191, -0.299], [0.023, -0.025, 0.102], [-1.509, 1.603, 1.288], [-1.410, -0.785, 0.462], [0.177, 0.306, 0.319]],
  "lowdin_charge": [0.063, -0.326, 0.044, -0.006, 0.099, 0.045, -0.203, 0.120, 0.165]
}